# 1
ORCA calculation (the ωB97M-V functional and the def2-TZVPD basis) on C17H45Hg2NO15 as an isolated structure in a non-equilibrium geometry.

E_HOMO, eV: -13.43
Calculated total energy, eV: -58891.55001
Relative energy (zero: lowest compared OMol25 entry of this formula, charge and spin), kJ/mol: 0.00
Gap between HOMO and LUMO, eV: 6.042
Charge: +2
Spin multiplicity: 1
LUMO, eV: -7.390

Cartesian coordinates (Å):
Hg (1.28690, 0.17311, -2.28210)
Hg (1.36473, 1.56479, 2.15063)
C (0.17114, -0.07855, 0.22870)
O (1.03734, 0.80852, -0.02632)
O (-0.19063, -0.85783, -0.63153)
O (-0.18104, -0.03290, 1.45492)
C (1.86794, -2.55203, -3.68376)
C (2.70061, -1.59209, -4.47262)
O (2.10552, -0.27573, -4.42676)
O (1.88603, -2.06548, -2.31013)
H (2.44724, -3.47723, -3.73802)
H (0.90856, -2.84634, -4.10882)
H (2.76049, -1.96963, -5.49318)
H (3.65579, -1.38569, -3.98874)
H (2.49508, 0.33005, -5.06382)
H (1.73574, -2.82774, -1.73989)
C (-0.86786, -3.23715, 2.90349)
C (-1.61582, -3.37107, 1.59963)
O (-2.37979, -2.18824, 1.41774)
O (0.29092, -2.43133, 2.64459)
H (-0.52278, -4.20472, 3.27002)
H (-1.48462, -2.80493, 3.69289)
H (-2.28179, -4.23175, 1.65818)
H (-0.87970, -3.45724, 0.79862)
H (-1.80863, -1.46619, 1.14054)
H (0.05237, -1.64259, 2.13412)
C (-3.00244, -2.32308, -1.79915)
C (-3.86341, -3.02402, -2.88301)
O (-3.86253, -4.39956, -2.64377)
O (-1.62817, -2.57785, -1.97533)
H (-3.36384, -2.58713, -0.80243)
H (-3.18001, -1.24463, -1.85307)
H (-3.35042, -2.68635, -3.78650)
H (-4.82019, -2.49713, -2.91129)
H (-4.12989, -4.52537, -1.72866)
H (-1.13757, -2.25267, -1.21028)
C (-3.31170, 0.03786, 3.75539)
C (-3.67617, 1.13645, 2.75403)
O (-2.93859, 1.05789, 1.51033)
O (-3.90372, -1.20462, 3.51008)
H (-3.44711, 0.37133, 4.78275)
H (-2.22741, -0.09641, 3.62528)
H (-3.59413, 2.10933, 3.24489)
H (-4.74075, 1.04697, 2.53548)
H (-2.04752, 0.76682, 1.73276)
H (-3.70311, -1.53150, 2.62411)
C (-1.05846, 1.99051, -3.43479)
C (-1.59675, 0.64067, -2.99093)
O (-0.75740, -0.44529, -3.39385)
O (0.20788, 2.21628, -2.85224)
H (-1.79359, 2.69924, -3.04594)
H (-0.96028, 2.16758, -4.50640)
H (-2.52490, 0.38671, -3.50693)
H (-1.75556, 0.56522, -1.91374)
H (-1.07936, -1.24944, -2.92725)
H (0.45112, 3.13339, -3.01063)
C (3.51631, -0.87703, 3.46453)
O (3.29439, 0.34164, 2.80032)
C (4.51879, 0.90990, 2.30862)
C (4.24470, 2.40347, 2.09388)
N (3.13692, 2.69868, 1.13606)
C (2.84419, 4.16855, 1.14488)
C (1.52808, 4.39314, 0.40099)
O (0.52229, 3.63692, 1.13218)
C (-0.77234, 4.01940, 0.74617)
H (4.01047, -1.60901, 2.81571)
H (2.56255, -1.41103, 3.44847)
H (4.04072, -0.77627, 4.41210)
H (4.71960, 0.32785, 1.40544)
H (5.38817, 0.76272, 2.94988)
H (5.09979, 2.87521, 1.60263)
H (4.09844, 2.93493, 3.03359)
H (3.49291, 2.44606, 0.22223)
H (3.66788, 4.74822, 0.72330)
H (2.81397, 4.46447, 2.19319)
H (1.54193, 4.08971, -0.64521)
H (1.30062, 5.44845, 0.55782)
H (-1.41975, 3.47569, 1.43272)
H (-0.99810, 3.87496, -0.31246)
H (-0.91027, 5.09216, 0.90563)

Atomic partial charges in e from the Mulliken method, atoms 1 to 8: 2.16 2.21 1.68 -2.19 0.10 -1.70 -0.45 -0.43

---

# 2
ORCA calculation (the ωB97M-V functional and the def2-TZVPD basis) on C17H45INO7PSSi2 as an isolated structure in a non-equilibrium geometry.

E_HOMO, eV: -8.55
Calculated total energy, eV: -78167.99529
Gap between HOMO and LUMO, eV: 8.886
Spin multiplicity: 1
LUMO, eV: 0.335

Cartesian coordinates (Å):
C (3.99514, 2.01303, -2.02236)
C (3.62240, 3.46191, -2.23751)
C (2.28504, 3.68823, -2.95588)
Si (0.74868, 3.26481, -1.95415)
C (-0.65693, 4.37423, -2.49146)
C (-2.05446, 3.86783, -2.10457)
O (-2.68493, 4.85893, -1.32811)
C (-3.76327, 4.40669, -0.52714)
C (-4.71795, 3.42107, -1.18646)
O (0.35563, 1.64365, -1.87674)
Si (0.26204, 0.66887, -3.21559)
N (1.80823, 0.24697, -3.88941)
I (-1.12303, 1.62676, -5.01703)
C (-0.56265, -0.90516, -2.63688)
C (-0.30408, -1.08367, -1.12693)
C (-0.85987, -2.40527, -0.66643)
O (-0.85932, -2.64646, 0.74359)
C (-0.01527, -1.82471, 1.52236)
P (1.14868, 3.81392, 0.19816)
O (1.36358, 5.39701, 0.37893)
O (2.42706, 3.03744, 0.79526)
S (-0.44210, 3.26217, 1.18270)
H (4.23405, 1.57394, -2.98352)
H (3.18281, 1.42350, -1.62015)
H (4.87670, 1.92079, -1.40130)
H (4.38605, 3.90386, -2.87210)
H (3.65517, 4.03290, -1.31609)
H (2.21631, 4.76302, -3.12413)
H (2.29145, 3.25285, -3.95070)
H (-0.57625, 4.51289, -3.56370)
H (-0.50479, 5.35465, -2.05194)
H (-1.95937, 2.92897, -1.56341)
H (-2.61235, 3.68807, -3.01868)
H (-3.38292, 3.97195, 0.39558)
H (-4.33216, 5.28716, -0.25092)
H (-5.68643, 3.44973, -0.70235)
H (-4.86932, 3.65783, -2.23185)
H (-4.34696, 2.40503, -1.11337)
H (1.70742, -0.69359, -4.26355)
H (2.07087, 0.82140, -4.68466)
H (-1.63271, -0.87778, -2.81712)
H (-0.14754, -1.77098, -3.14794)
H (0.77132, -1.06069, -0.99522)
H (-0.75122, -0.24848, -0.61139)
H (-1.90385, -2.43004, -0.97783)
H (-0.38172, -3.23703, -1.17905)
H (-0.02219, -2.23961, 2.52272)
H (1.02051, -1.83971, 1.19406)
H (-0.38158, -0.80933, 1.62517)
H (1.94318, 5.77490, -0.30534)
H (2.05426, 2.39224, 1.43005)
C (3.14203, -6.65218, -0.02675)
C (2.10611, -5.54293, 0.07632)
C (1.10271, -5.81056, 1.18689)
O (1.41925, -5.39557, -1.16807)
H (2.65750, -7.60573, -0.25402)
H (3.84809, -6.44389, -0.83108)
H (3.69802, -6.76256, 0.90510)
H (2.60960, -4.59255, 0.25849)
H (0.55514, -6.73629, 0.98731)
H (0.37075, -5.00287, 1.24030)
H (1.59238, -5.90330, 2.15765)
H (0.96337, -6.22602, -1.34706)
C (-2.48207, -2.90857, 5.35113)
C (-1.52830, -1.84929, 5.88338)
C (-2.20332, -0.95708, 6.91405)
O (-1.01703, -1.06327, 4.80818)
H (-3.33516, -2.43821, 4.85482)
H (-1.98267, -3.53804, 4.61411)
H (-2.85836, -3.54344, 6.15463)
H (-0.66139, -2.33377, 6.33414)
H (-3.04842, -0.42842, 6.46490)
H (-1.50631, -0.20492, 7.28365)
H (-2.57164, -1.53756, 7.76110)
H (-1.76168, -0.61971, 4.38518)

Atomic partial charges in e from the Mulliken method, atoms 1 to 8: -0.88 -0.57 -0.69 -0.41 -0.73 -0.29 -0.42 -0.16

---

# 3
ORCA calculation (the ωB97M-V functional and the def2-TZVPD basis) on C17H46ClGaN5O4S as an isolated structure.

E_HOMO, eV: -4.71
Calculated total energy, eV: -109754.38494
Gap between HOMO and LUMO, eV: 7.361
Charge: -1
Spin multiplicity: 1
LUMO, eV: 2.656

Cartesian coordinates (Å):
C (-1.75608, -1.42412, 2.38632)
C (-2.14230, -0.32897, 1.41909)
N (-1.11361, 0.70891, 1.26360)
Ga (0.68998, 0.22843, 0.91341)
Cl (1.69472, -0.84526, 2.63969)
C (1.22486, -0.64872, -0.81005)
C (0.17639, -1.51644, -1.48928)
N (0.78834, -2.20500, -2.68250)
N (-0.35712, -2.55570, -0.61551)
N (-0.90393, -0.65894, -1.96496)
N (1.65669, 2.01202, 0.82591)
C (1.28877, 2.66182, -0.08890)
S (0.89370, 3.50907, -1.41419)
H (-2.60279, -2.09474, 2.54973)
H (-1.44950, -0.99437, 3.34148)
H (-0.92502, -2.03133, 2.02896)
H (-3.03541, 0.14855, 1.82711)
H (-2.45898, -0.74238, 0.45151)
H (-1.39932, 1.27078, 0.46675)
H (1.47078, 0.16312, -1.50463)
H (2.13703, -1.23102, -0.66951)
H (1.35234, -1.51406, -3.17163)
H (1.48415, -2.85637, -2.32439)
H (0.00295, -3.45862, -0.89451)
H (-1.36318, -2.60993, -0.72629)
H (-1.67076, -1.24718, -2.28192)
H (-0.57011, -0.18120, -2.79497)
C (6.50719, -2.85514, 0.93042)
C (5.67360, -1.81204, 0.19882)
C (5.58095, -0.51923, 0.99222)
O (4.37213, -2.31837, -0.07418)
H (6.04725, -3.09457, 1.89281)
H (6.56397, -3.77674, 0.34952)
H (7.52111, -2.49459, 1.11471)
H (6.11965, -1.61619, -0.77980)
H (5.09121, -0.70125, 1.95235)
H (4.97675, 0.21574, 0.46040)
H (6.56816, -0.09042, 1.17885)
H (3.92867, -2.46912, 0.77107)
C (-4.54024, 0.11733, -4.42722)
C (-5.15299, 0.00721, -3.03839)
C (-5.43590, 1.37791, -2.44172)
O (-4.30371, -0.74185, -2.17715)
H (-3.58622, 0.64926, -4.37671)
H (-4.34676, -0.87377, -4.83867)
H (-5.19792, 0.65772, -5.11056)
H (-6.08239, -0.56349, -3.09604)
H (-4.50628, 1.94310, -2.33599)
H (-5.87561, 1.27720, -1.44952)
H (-6.11811, 1.95195, -3.07179)
H (-3.46924, -0.26137, -2.10340)
C (-5.16562, 1.94037, 5.27728)
C (-5.66082, 0.79607, 4.40477)
C (-6.35022, -0.28019, 5.23193)
O (-4.58918, 0.24232, 3.65502)
H (-4.42955, 1.57410, 5.99821)
H (-4.67921, 2.70016, 4.66620)
H (-5.98565, 2.40439, 5.82905)
H (-6.36000, 1.18396, 3.66135)
H (-5.64822, -0.70945, 5.95229)
H (-6.70099, -1.08763, 4.58891)
H (-7.20184, 0.12442, 5.78240)
H (-3.93457, -0.11268, 4.26752)
C (4.24173, 1.40835, -2.55885)
C (5.48770, 2.26394, -2.70428)
C (6.34184, 2.22937, -1.44649)
O (5.12528, 3.60884, -3.01862)
H (3.62397, 1.77926, -1.73593)
H (3.63757, 1.46144, -3.46509)
H (4.48274, 0.36173, -2.35938)
H (6.07903, 1.91953, -3.55577)
H (5.77666, 2.61773, -0.59504)
H (7.22693, 2.85574, -1.57032)
H (6.66331, 1.21476, -1.20601)
H (4.57121, 3.93584, -2.29953)

Atomic partial charges in e from the Mulliken method, atoms 1 to 8: -1.52 0.43 -0.29 -0.08 -0.51 -0.49 0.17 -0.76